No. 1
{"formula": "C3H2N2OS", "method": "wB97M-V/def2-TZVPD", "symbols": ["S", "C", "C", "N", "C", "N", "O", "H", "H"], "xyz": [[2.04390, -1.86154, -1.09919], [0.51973, -1.36711, -0.97927], [0.06334, -0.24255, -0.18962], [0.73187, 0.60011, 0.58445], [-0.26793, 1.39976, 1.03285], [-1.46227, 1.11827, 0.62809], [-1.26369, 0.02185, -0.19147], [-0.24263, -1.87874, -1.54766], [-0.12231, 2.20997, 1.76182]], "forces_ev_per_a": [[-0.125, 0.146, 0.141], [0.571, -0.287, -0.319], [-0.133, 1.441, 1.284], [-0.536, -1.114, -1.099], [0.280, 0.846, 1.153], [-0.205, -0.383, -0.360], [0.496, -0.206, -0.217], [-0.368, 0.001, 0.008], [0.020, -0.444, -0.592]], "mulliken_charge": [-0.141, -0.409, 0.747, -0.454, -0.032, -0.275, -0.119, 0.298, 0.382], "homo_lumo_gap_ev": 7.85, "relative_energy_kcal_mol": 31.9, "total_charge": 0, "e_homo_ev": -9.53, "largest_force_ev_per_a": 1.93, "smiles": "S=Cc1ncno1"}


No. 2
{"formula": "C3H2N2S2", "method": "wB97M-V/def2-TZVPD", "symbols": ["H", "N", "C", "N", "C", "S", "C", "S", "H"], "xyz": [[0.58191, 2.60192, -0.11208], [-0.27771, 1.93658, 0.14295], [-0.07879, 0.69404, 0.03736], [1.22201, 0.13414, -0.08024], [1.12206, -1.15045, -0.11981], [-0.56351, -1.89653, 0.10331], [-1.22585, -0.28623, 0.20934], [-2.84461, -0.21697, -0.07828], [2.06450, -1.81650, -0.10256]], "forces_ev_per_a": [[-1.994, -2.367, 0.975], [1.156, 1.863, -1.188], [0.261, 1.550, 1.129], [-0.885, -2.156, -0.688], [0.804, -0.434, 1.048], [2.144, 0.659, 0.058], [-0.721, -1.083, -1.840], [0.987, 0.933, 0.787], [-1.753, 1.034, -0.281]], "mulliken_charge": [0.318, -0.526, 0.345, -0.483, 0.007, -0.084, 0.285, -0.199, 0.337], "homo_lumo_gap_ev": 7.42, "relative_energy_kcal_mol": 23.1, "total_charge": 0, "e_homo_ev": -9.03, "largest_force_ev_per_a": 3.24, "smiles": "[H]/N=C1\\N=CSC1=S"}


No. 3
{"formula": "C3H2N2S2", "method": "wB97M-V/def2-TZVPD", "symbols": ["S", "C", "C", "C", "N", "N", "S", "H", "H"], "xyz": [[1.62521, 2.04379, 0.00573], [0.52899, 0.77224, 0.02250], [-0.87515, 0.71310, 0.01079], [-1.16718, -0.69502, -0.07319], [-0.02548, -1.39839, 0.07691], [0.99140, -0.59649, 0.10630], [2.58908, -1.01716, -0.03168], [-1.66696, 1.50387, 0.02535], [-1.99991, -1.32595, -0.14273]], "forces_ev_per_a": [[-1.671, -1.259, 0.037], [1.363, 3.116, 0.454], [-2.723, -2.124, -0.690], [2.361, 3.712, 1.133], [1.326, -1.610, -0.270], [0.541, -0.915, -0.781], [-1.104, -0.163, 0.378], [1.414, -0.691, -0.144], [-1.506, -0.066, -0.116]], "mulliken_charge": [-0.159, 0.129, -0.511, -0.027, -0.742, 0.580, -0.065, 0.318, 0.478], "homo_lumo_gap_ev": [5.27, 5.27], "relative_energy_kcal_mol": 64.4, "total_charge": 0, "e_homo_ev": [-8.47, -8.46], "largest_force_ev_per_a": 4.54, "smiles": "S=C1C=CN=[N+]1[S-]"}


No. 4
{"formula": "C3H2N3O", "method": "wB97M-V/def2-TZVPD", "symbols": ["C", "C", "C", "N", "N", "N", "O", "H", "H"], "xyz": [[0.50587, 0.88685, -0.10873], [-0.34530, -1.16253, 0.01159], [1.37304, -0.13264, -0.11046], [5.53120, 0.12636, 0.04190], [-0.60178, 0.13613, -0.02934], [4.49728, -0.18749, -0.10750], [0.94781, -1.37479, -0.04022], [0.57758, 1.95257, -0.15501], [-1.08060, -1.94594, 0.07789]], "forces_ev_per_a": [[0.530, 1.044, -0.419], [-1.067, 1.240, -0.077], [-0.109, -0.519, 0.282], [-0.271, -0.127, -0.059], [-0.879, -0.850, 0.304], [0.049, 0.136, 0.061], [1.510, -0.921, -0.114], [0.087, 0.256, 0.031], [0.151, -0.259, -0.010]], "mulliken_charge": [-0.086, 0.108, 0.526, -0.184, -0.170, 0.173, -0.151, 0.391, 0.392], "homo_lumo_gap_ev": [7.85, 7.46], "relative_energy_kcal_mol": 75.1, "total_charge": 1, "e_homo_ev": [-16.93, -16.92], "largest_force_ev_per_a": 1.77}


No. 5
{"formula": "C3H2N4", "method": "wB97M-V/def2-TZVPD", "symbols": ["C", "C", "C", "N", "N", "N", "N", "H", "H"], "xyz": [[0.94753, 2.07818, -0.25035], [0.12667, 1.23825, 0.10094], [0.72205, -1.84341, -0.30071], [1.53767, -1.26476, 0.26538], [-2.88994, -0.37104, 0.25150], [-1.84336, 0.07212, 0.21760], [-0.66317, 0.24601, 0.39617], [1.85484, 2.54588, -0.00153], [0.20769, -2.70123, -0.67900]], "forces_ev_per_a": [[-1.430, -2.072, 1.299], [1.503, 2.618, -1.387], [1.382, -1.041, 0.579], [-0.134, -0.121, -0.427], [1.319, 0.934, -0.513], [-2.838, -0.948, 0.526], [0.180, -0.581, 0.583], [0.502, 0.808, -0.385], [-0.484, 0.403, -0.275]], "mulliken_charge": [-0.513, 0.303, 0.070, -0.340, -0.531, 0.587, -0.185, 0.316, 0.292], "homo_lumo_gap_ev": 9.52, "relative_energy_kcal_mol": 119.8, "total_charge": 0, "e_homo_ev": -9.22, "largest_force_ev_per_a": 3.32}


No. 6
{"formula": "C3H2N4", "method": "wB97M-V/def2-TZVPD", "symbols": ["N", "C", "C", "N", "N", "C", "N", "H", "H"], "xyz": [[0.51430, -0.34444, -1.06964], [1.21550, -0.45824, 0.12578], [0.08337, 1.03130, 0.10952], [-0.86576, 0.32076, -0.58904], [0.86343, 0.39838, 1.06288], [-1.69526, -0.56946, -0.00592], [-2.47501, -1.30828, 0.41306], [2.07442, -1.11896, 0.16854], [0.28501, 2.04895, -0.21518]], "forces_ev_per_a": [[-0.612, 0.627, 0.130], [0.030, 0.830, 0.541], [-0.085, -0.573, -0.899], [0.556, 0.405, -0.039], [0.079, -0.752, 0.084], [-0.319, -0.590, 0.393], [0.285, 0.277, -0.139], [-0.040, -0.083, 0.046], [0.105, -0.140, -0.117]], "mulliken_charge": [-0.470, 0.094, 0.126, -0.024, -0.496, 0.486, -0.379, 0.364, 0.299], "homo_lumo_gap_ev": 9.07, "relative_energy_kcal_mol": 115.6, "total_charge": 0, "e_homo_ev": -10.17, "largest_force_ev_per_a": 1.07}


No. 7
{"formula": "C3H2N4O", "method": "wB97M-V/def2-TZVPD", "symbols": ["C", "C", "C", "N", "N", "N", "N", "O", "H", "H"], "xyz": [[0.36307, -0.10864, -2.33441], [-1.56386, -0.58994, 1.79946], [-0.37515, -0.12633, 1.40028], [1.26909, 0.63436, -2.18711], [1.75362, 1.21844, -0.94338], [1.07569, 0.90594, 0.01268], [0.08210, 0.19528, 0.15090], [-2.43378, -1.24054, 2.31203], [-0.47833, -0.79861, -2.57637], [0.30755, -0.08996, 2.36592]], "forces_ev_per_a": [[-0.602, -0.363, 0.792], [-0.984, -2.179, 0.933], [0.360, -0.300, 3.618], [-2.240, -1.965, -2.045], [2.369, 1.810, 0.165], [0.124, 0.455, 3.015], [-1.206, -0.945, -2.924], [2.124, 2.313, -1.639], [1.264, 1.021, 0.192], [-1.208, 0.153, -2.107]], "mulliken_charge": [0.168, 0.664, -0.360, -0.054, -0.517, 0.204, -0.271, -0.412, 0.326, 0.252], "homo_lumo_gap_ev": 7.90, "relative_energy_kcal_mol": 114.5, "total_charge": 0, "e_homo_ev": -8.15, "largest_force_ev_per_a": 3.65}


No. 8
{"formula": "C3H2N4O", "method": "wB97M-V/def2-TZVPD", "symbols": ["O", "C", "N", "N", "C", "C", "N", "N", "H", "H"], "xyz": [[-2.87079, -0.21002, 0.51864], [-1.76368, -0.22986, -0.02544], [-0.99879, -1.24747, -0.49482], [0.32468, -1.42597, -0.47950], [1.22737, -0.62633, 0.25579], [1.02642, 0.74067, 0.31100], [-0.14932, 1.38255, -0.42255], [-1.33532, 1.09500, -0.65555], [2.45628, -0.88564, 0.27479], [2.08315, 1.40707, 0.71765]], "forces_ev_per_a": [[3.228, -0.780, -0.981], [-3.445, 1.974, 1.383], [4.521, -1.024, -0.124], [-2.898, 0.354, 0.828], [1.951, 1.370, -1.716], [0.089, 0.501, 0.305], [1.653, 0.868, 0.989], [2.878, -1.595, 0.766], [-3.876, -0.177, 0.166], [-4.101, -1.491, -1.615]], "mulliken_charge": [-0.492, 0.587, -0.098, -0.218, -0.052, -0.040, -0.095, -0.138, 0.275, 0.272], "homo_lumo_gap_ev": 7.82, "relative_energy_kcal_mol": 110.0, "total_charge": 0, "e_homo_ev": -9.70, "largest_force_ev_per_a": 4.65, "smiles": "O=c1nnccnn1"}


Across the entries above, DFT total energy takes the values -19004.1677 -27792.1558 -27790.3673 -9648.2655 -9097.6984 -9097.8776 -11144.3082 -11144.5027 eV, respectively.